Entry 1:
122
Properties=species:S:1:pos:R:3:mulliken_charge:R:1 method="wB97M-V/def2-TZVPD" gap_ev=8.836 e_above_lowest_kcal_mol=43.3 smiles=CCN(CC)CC.CCN(CC)CC.C1CCOC1.C1CCOC1.C1CCOC1.C1CCOC1.C1CCOC1.C1CCOC1 lumo_ev=0.64 spin_multiplicity=1 homo_energy_ev=-8.20
C 0.3089 2.5030 -2.9717 -0.954
C -0.9933 2.8152 -3.6923 -0.322
N -0.8426 2.7855 -5.1505 0.142
C -1.9453 3.4461 -5.8369 -0.370
C -2.0619 4.9514 -5.5075 -1.299
C -0.7146 1.4039 -5.6081 -0.041
C -0.4679 1.2414 -7.1025 -1.525
H 1.0915 3.1927 -3.2911 0.477
H 0.6342 1.4848 -3.1651 -0.219
H 0.1263 2.7179 -1.9175 0.370
H -1.8680 2.1972 -3.4289 0.339
H -1.2922 3.8084 -3.3522 0.133
H -1.6885 3.5017 -6.8973 0.331
H -2.9169 2.9369 -5.7630 0.358
H -2.2509 5.1958 -4.4593 0.287
H -1.1469 5.5030 -5.7179 0.298
H -2.9261 5.2961 -6.0767 0.424
H -1.6028 0.8199 -5.3155 0.286
H 0.1636 0.9667 -5.1320 0.123
H -0.3085 0.1735 -7.2776 0.409
H 0.4829 1.7014 -7.3793 0.329
H -1.2701 1.5780 -7.7545 0.430
C 3.3512 -2.7623 2.6526 -1.530
C 2.4667 -1.5914 3.1277 0.247
N 3.1515 -0.3545 3.4900 0.774
C 3.9846 -0.5201 4.6758 -0.539
C 4.5753 0.7992 5.1645 -1.416
C 3.8422 0.2932 2.3760 -0.928
C 2.9359 0.4647 1.1581 -0.249
H 2.6895 -3.5890 2.3986 0.483
H 4.0143 -3.0274 3.4762 0.374
H 3.9731 -2.5150 1.7919 0.182
H 1.7504 -1.2999 2.3541 -0.698
H 1.8173 -1.9670 3.9216 0.583
H 3.3462 -0.8556 5.4981 0.359
H 4.7915 -1.2582 4.5701 0.322
H 3.8699 1.6223 5.0577 0.241
H 4.9103 0.6466 6.1898 0.424
H 5.4498 1.0776 4.5691 0.372
H 4.7228 -0.3133 2.1128 0.373
H 4.1847 1.2726 2.7032 0.519
H 2.8209 -0.4658 0.6015 0.088
H 3.3566 1.2340 0.5106 0.559
H 1.9484 0.7953 1.4840 -0.488
C 5.2391 -2.3191 -2.5306 -0.897
C 4.9562 -0.8781 -2.1443 -0.205
C 3.5564 -0.6941 -2.6725 -0.286
O 2.8948 -1.9002 -2.3569 -0.107
C 3.8225 -2.9667 -2.5374 -0.555
H 5.9555 -2.9018 -1.9584 0.402
H 5.6114 -2.2621 -3.5614 0.263
H 5.6075 -0.0468 -2.4175 0.486
H 4.9980 -0.8848 -1.0454 -0.147
H 3.5594 -0.4718 -3.7499 0.281
H 3.0082 0.1457 -2.2389 0.093
H 3.6794 -3.4952 -3.4859 0.288
H 3.7194 -3.7522 -1.7883 0.429
C -0.2414 2.2486 3.2698 0.998
C -0.3635 1.3415 4.4924 -0.146
C 0.5322 2.0691 5.4760 -0.006
O 0.3242 3.4505 5.1846 -0.481
C -0.3924 3.6065 3.9521 -0.508
H -1.0236 2.0044 2.5501 -0.467
H 0.7349 2.0622 2.8202 -0.323
H -0.0240 0.3408 4.2143 0.021
H -1.3856 1.2917 4.8718 0.176
H 1.5904 1.8124 5.3753 -0.297
H 0.2161 1.8435 6.4980 0.331
H -0.0513 4.4381 3.3407 0.379
H -1.4438 3.7297 4.2338 0.283
C -4.6063 3.4841 -0.6094 -0.797
C -5.0482 3.2718 0.8356 -0.657
C -3.8286 2.6110 1.4776 -0.392
O -2.7291 3.2762 0.8580 -0.402
C -3.0933 3.4878 -0.5020 0.597
H -5.0920 4.3419 -1.0778 0.325
H -5.0260 2.6525 -1.1818 0.288
H -5.9537 2.6640 0.8414 0.338
H -5.1981 4.1785 1.4265 0.285
H -3.8044 1.5532 1.1722 0.206
H -3.8762 2.6735 2.5614 0.436
H -2.6829 2.6609 -1.0996 -0.533
H -2.5812 4.3601 -0.9104 0.407
C -2.0382 -3.6921 -3.9818 -0.169
C -0.7910 -3.8938 -4.8347 -0.652
C 0.3149 -4.2236 -3.8256 0.281
O -0.3718 -4.4326 -2.5782 -0.396
C -1.7259 -4.7053 -2.8702 -0.547
H -2.9294 -3.9738 -4.5409 0.404
H -2.1061 -2.6947 -3.5500 -0.046
H -0.4943 -3.0766 -5.4982 0.273
H -1.0731 -4.6721 -5.5503 0.312
H 1.0543 -3.4444 -3.6243 -0.343
H 0.9374 -5.0911 -4.0750 0.330
H -2.3210 -4.4905 -1.9805 0.319
H -1.8985 -5.7502 -3.1471 0.331
C -3.6639 -2.8541 5.9475 -0.497
C -3.1918 -2.9570 4.4990 -0.552
C -2.0182 -1.9655 4.4728 0.296
O -1.3757 -2.2338 5.7133 -0.392
C -2.4094 -2.3501 6.6798 -0.494
H -3.9629 -3.8348 6.3078 0.320
H -4.4499 -2.0994 5.9689 0.270
H -3.9105 -2.7788 3.7014 0.378
H -2.7337 -3.9360 4.3414 0.320
H -2.2579 -0.9061 4.3124 -0.055
H -1.2200 -2.1804 3.7531 -0.082
H -2.5743 -1.3873 7.1842 0.228
H -2.0377 -3.0032 7.4747 0.289
C -0.5639 -1.8947 -0.5649 -0.150
C -0.9326 -0.9997 0.6561 0.913
C -1.0192 0.4327 0.0898 0.690
O -0.9737 0.2526 -1.3053 -0.509
C -0.2239 -0.8934 -1.6688 -0.089
H -1.4274 -2.4806 -0.8837 -0.132
H 0.1602 -2.6510 -0.2630 0.458
H -0.2160 -0.9484 1.4782 -0.709
H -1.8990 -1.3806 0.9835 0.159
H -0.1630 1.0970 0.2796 0.312
H -1.8892 0.9454 0.4988 -1.228
H 0.8195 -0.5608 -1.5916 -0.084
H -0.4474 -1.2247 -2.6785 0.077

Entry 2:
47
Properties=species:S:1:pos:R:3:nbo_charge:R:1 method="wB97M-V/def2-TZVPD" gap_ev=8.849 e_above_lowest_kcal_mol=7.0 smiles="CSc1ccc(CN(C)CC(=O)N[C@H](C)c2ccccc2)cc1" lumo_ev=0.72 spin_multiplicity=1 homo_energy_ev=-8.13
C 5.9417 3.4623 1.8157 -0.743
S 4.2012 3.4772 2.3306 0.258
C 3.5805 1.9139 1.7911 -0.187
C 2.2483 1.6396 2.0967 -0.222
C 1.6819 0.4436 1.7159 -0.184
C 2.4231 -0.5062 1.0180 -0.053
C 1.7729 -1.7940 0.5935 -0.234
N 0.5705 -1.5190 -0.1827 -0.448
C -0.2438 -2.7040 -0.3659 -0.414
C 0.8769 -0.8934 -1.4588 -0.327
C -0.3529 -0.1840 -2.0201 0.681
O -0.5967 -0.1115 -3.2064 -0.633
N -1.0957 0.3835 -1.0519 -0.624
C -2.4089 0.9607 -1.2845 -0.099
C -2.5546 2.2515 -0.4860 -0.605
C -3.4504 -0.0947 -0.9727 0.063
C -3.8303 -0.9726 -1.9821 -0.243
C -4.7180 -2.0017 -1.7263 -0.193
C -5.2393 -2.1678 -0.4542 -0.223
C -4.8628 -1.3023 0.5577 -0.204
C -3.9695 -0.2759 0.3023 -0.254
C 3.7455 -0.2225 0.7159 -0.203
C 4.3285 0.9740 1.0989 -0.196
H 6.4627 2.6372 2.2926 0.220
H 6.0102 3.4021 0.7333 0.220
H 6.3550 4.4059 2.1583 0.238
H 1.6734 2.3766 2.6367 0.219
H 0.6516 0.2317 1.9594 0.214
H 1.4661 -2.3526 1.4841 0.209
H 2.4916 -2.4171 0.0343 0.174
H 0.2891 -3.5048 -0.8997 0.170
H -1.1334 -2.4420 -0.9375 0.213
H -0.5556 -3.0804 0.6081 0.202
H 1.6488 -0.1341 -1.3016 0.233
H 1.2457 -1.6086 -2.2107 0.197
H -0.8420 0.1484 -0.1018 0.415
H -2.4472 1.1851 -2.3565 0.235
H -2.3443 2.0844 0.5677 0.197
H -1.8522 2.9934 -0.8572 0.223
H -3.5641 2.6409 -0.5868 0.218
H -3.4156 -0.8481 -2.9718 0.228
H -5.0038 -2.6754 -2.5207 0.213
H -5.9345 -2.9694 -0.2522 0.213
H -5.2638 -1.4279 1.5532 0.211
H -3.6847 0.3857 1.1063 0.209
H 4.3387 -0.9443 0.1722 0.210
H 5.3604 1.1567 0.8456 0.207

Entry 3:
12
Properties=species:S:1:pos:R:3:nbo_charge:R:1 method="wB97M-V/def2-TZVPD" gap_ev="7.103 / 8.572" e_above_lowest_kcal_mol=20.5 lumo_ev="0.89 / -0.97" spin_multiplicity=3 homo_energy_ev="-6.21 / -9.54"
C 2.2553 -0.1944 -0.7163 -0.247
C -1.7204 -0.4998 0.1269 -0.700
C 0.1760 1.3250 0.6337 -0.585
N 2.2927 0.4003 0.3697 -0.169
S -0.7953 0.8770 -0.7190 0.253
H 3.2558 -0.4753 -1.1420 0.196
H 1.4168 -0.0531 -1.4173 0.219
H -2.8790 -0.2632 0.2637 0.226
H -1.2006 -0.6564 0.9927 0.210
H -1.6444 -1.3362 -0.5131 0.214
H -0.0842 0.8830 1.5402 0.187
H 0.4692 2.3351 0.4986 0.198

Entry 4:
80
Properties=species:S:1:pos:R:3:mulliken_charge:R:1 method="wB97M-V/def2-TZVPD" charge=+4 gap_ev="6.171 / 4.388" lumo_ev="-13.63 / -15.41" spin_multiplicity=3 homo_energy_ev="-19.80 / -19.80"
C 1.8340 4.3518 -0.0455 -0.347
C 0.9973 3.3615 -0.5985 0.833
C 0.8505 3.2294 -1.9855 -0.095
C 1.8133 3.8770 -2.7500 -0.651
N 2.7648 4.6247 -2.1783 0.146
C 2.7712 4.9410 -0.8862 -0.582
C 0.2589 2.5635 0.2915 -0.139
C -0.2893 2.4688 1.4837 0.950
C -1.5919 2.7930 1.9658 0.111
C -2.2502 1.8237 2.7680 -0.099
C -3.0537 0.9533 2.0499 -0.222
C -3.1329 1.2844 0.6268 -0.522
C -3.0300 2.6508 0.1590 -0.373
C -2.2917 3.4874 0.9347 -0.778
Mo -1.0585 0.5917 0.6047 -1.519
P 1.5720 -0.2746 0.0313 1.447
H 0.1115 2.5336 -2.4086 0.394
H 1.9023 4.4352 1.0267 0.557
H 1.7896 3.7663 -3.8408 0.458
H 3.4965 5.6615 -0.4867 0.440
H -1.9727 4.5095 0.7378 0.548
H -2.0712 1.7225 3.8281 0.530
H -3.4814 2.8822 -0.7966 0.605
H -3.4910 0.0223 2.4574 0.616
C 2.1838 -2.0121 0.2759 -0.668
C 3.4535 -2.4670 -0.4496 -1.518
H 1.3838 -2.7059 -0.0035 0.444
H 2.3090 -2.1646 1.3496 0.740
H 3.6729 -3.5108 -0.2006 0.457
H 3.3517 -2.3935 -1.5351 0.292
H 4.3604 -1.9340 -0.1578 0.317
C 2.0293 -0.0179 -1.7436 -0.220
C 3.3769 0.5827 -2.1023 -1.914
H 1.2603 0.6393 -2.1504 0.131
H 1.8710 -0.9584 -2.2837 0.668
H 3.4227 0.7537 -3.1817 0.441
H 3.5295 1.5346 -1.5934 0.369
H 4.2187 -0.0771 -1.8923 0.319
C 2.7823 0.7279 0.9875 -0.153
C 4.2444 0.3314 1.0725 -1.680
H 2.4074 0.7903 2.0098 0.422
H 2.6815 1.7406 0.6033 0.057
H 4.7810 1.0505 1.6985 0.464
H 4.3915 -0.6515 1.5205 0.410
H 4.7794 0.3631 0.1231 0.289
Br -4.5159 0.0872 -0.2236 0.095
P -1.5267 -1.4762 -1.2655 0.867
C -0.4561 -2.4826 -2.3430 -0.200
C -1.1703 -3.7024 -2.9323 -1.361
H 0.4261 -2.7702 -1.7460 0.221
H -0.0994 -1.8231 -3.1489 0.487
H -0.4845 -4.2205 -3.6110 0.436
H -1.4653 -4.4335 -2.1670 0.338
H -2.0491 -3.3960 -3.5208 0.338
C -2.6325 -2.4911 -0.2441 -0.446
C -3.9398 -2.9051 -0.8973 -1.280
H -2.8505 -1.9333 0.6760 0.465
H -2.0577 -3.3711 0.0596 0.568
H -4.4852 -3.6022 -0.2538 0.433
H -4.6216 -2.0336 -0.9863 0.145
H -3.8122 -3.3583 -1.8779 0.318
C -2.3124 -0.2231 -2.3719 0.026
C -3.0458 -0.8228 -3.5571 -1.524
H -1.5034 0.3976 -2.7061 0.275
H -2.9501 0.3950 -1.7633 -0.124
H -3.6754 -0.0399 -3.9988 0.468
H -2.3415 -1.1395 -4.3432 0.370
H -3.6910 -1.6695 -3.2613 0.254
C -0.3522 -0.3665 5.8794 -0.798
N -0.2340 -0.7868 4.4700 0.035
C -0.3723 -2.0719 3.9146 -1.049
C -0.3587 -1.9025 2.5494 -0.663
N -0.2483 -0.5301 2.2586 1.802
C -0.0913 0.0595 3.4499 -1.683
H -1.0610 -1.0219 6.3874 0.369
H 0.6149 -0.4112 6.3884 0.329
H -0.7525 0.6514 5.9500 0.364
H -0.5063 -2.9372 4.5642 0.498
H -0.3705 -2.6621 1.7686 0.469
H 0.0540 1.1119 3.5679 1.181